This record from OMol25 describes a cluster of 8 separate species, C32H88N8O8 in total. The level of theory is ωB97M-V/def2-TZVPD.

Geometry as ORCA input:
```
! RIJCOSX wB97M-V def2-TZVPD def2/J DEFGRID3
* xyz 0 1
H -0.444 12.783 -2.301
H 1.337 13.205 -4.132
H 3.575 -9.983 -5.086
C -4.698 6.056 9.914
H -4.544 7.129 9.806
N 3.870 -10.418 -2.539
O -4.811 -10.317 -3.620
H -4.201 3.461 8.877
H 9.894 6.159 6.765
C 3.265 -9.103 -4.523
H 0.951 -1.250 -0.320
C 10.334 5.184 6.552
O -0.870 0.336 0.724
H -6.253 4.574 10.148
C 1.891 0.566 0.065
C -0.061 0.321 -9.099
O -0.173 2.256 -7.519
H 3.952 -11.248 -3.109
C 2.837 -9.519 -3.112
H 2.115 1.549 -0.349
C 0.292 10.247 -1.914
C -0.772 1.621 -8.640
H -0.566 -4.579 5.957
H -7.713 5.299 8.305
H -6.097 -8.275 -3.460
H -6.472 6.435 7.836
C 0.891 -0.267 -0.786
H 2.845 0.045 0.148
H 2.227 -8.667 -1.176
H 0.838 9.311 -2.034
H 0.697 -5.813 6.272
H 3.543 -7.837 -1.900
H -1.266 -0.210 -1.259
C -3.103 -7.818 5.613
H -3.324 -11.780 -3.527
H -4.373 5.802 10.923
H -1.351 11.807 -3.440
H -0.736 9.902 -1.795
H -0.330 4.302 -7.881
H -4.839 -6.899 5.342
H 6.487 4.947 4.024
C -2.374 -9.155 5.222
H -3.295 3.893 10.415
H 9.723 4.386 6.973
O 2.219 -8.385 -5.040
C -4.784 -6.682 -2.599
H 0.564 10.747 -0.985
N 11.218 6.071 4.439
H -1.391 14.532 -4.401
H -1.805 1.342 -8.434
N -6.979 6.525 10.478
C 2.213 -8.305 -6.446
O -3.721 5.434 9.084
H -2.796 1.109 0.723
H -2.869 -10.078 5.525
H -4.486 -6.341 -3.590
C 1.438 0.562 -9.478
H -0.197 -0.412 -8.304
H 0.198 -5.466 4.586
H 10.537 6.805 4.572
C -4.172 -9.175 -3.059
H -7.895 6.106 10.403
H 6.316 6.662 4.543
H 2.407 -9.289 -6.872
H -2.500 3.948 8.867
H -2.124 -6.641 4.035
C 10.430 5.032 5.051
C -6.146 5.579 9.739
H -1.617 2.316 0.746
C -0.349 12.154 -3.186
H 11.926 6.281 5.127
H 1.509 0.751 1.069
C -1.814 1.322 1.147
H -3.867 -6.629 -2.012
C -2.254 -6.590 5.116
H 11.308 5.067 7.027
H 2.978 -7.605 -6.782
H 7.027 6.282 2.989
H -3.114 -7.547 6.668
C -5.280 -8.128 -2.754
C -0.625 3.583 -7.117
O 8.172 5.980 4.687
H 1.050 0.472 -2.615
H -5.938 -9.472 -1.591
H -0.564 0.349 -11.105
C 6.940 5.938 4.020
H -5.541 -6.061 -2.120
H 0.212 15.139 -4.888
H 9.121 4.831 3.278
H -0.320 -1.055 -10.568
H 4.798 -10.089 -2.763
C -0.327 14.533 -4.160
C -0.533 0.331 -0.660
H 2.047 -0.341 -9.514
H -3.410 -10.847 -5.063
N -0.758 -0.193 -10.275
C -0.129 -5.520 5.624
H -0.075 3.861 -6.218
H 0.352 11.753 -5.734
H 1.908 -10.077 -3.232
H -0.800 2.281 -9.507
N -5.837 -8.473 -1.483
H -1.880 1.273 2.234
H 1.553 1.125 -10.405
C 2.627 -8.374 -2.147
O -1.004 -6.653 5.879
C 9.016 4.859 4.363
N -0.070 12.653 -5.555
H -2.347 -9.166 4.133
H -6.842 6.538 11.479
H -0.151 14.948 -3.168
H -3.465 -8.783 -3.790
C -3.980 -11.287 -4.245
H -6.109 4.676 7.761
H -6.773 -8.105 -1.579
H 4.156 -8.492 -4.377
H 0.800 -1.150 -2.557
C -3.461 4.101 9.358
H -4.342 -7.745 4.066
H -0.589 1.301 -1.153
N 1.351 -0.390 -2.184
H 1.245 -8.008 -6.849
N -4.407 -7.772 5.073
H -1.335 -9.120 5.550
H 10.952 4.078 4.976
H -2.751 -5.652 5.362
H -4.478 -12.188 -4.603
H 1.975 -7.612 -2.574
H 8.549 3.914 4.640
O 0.510 11.022 -3.049
C -6.635 5.463 8.301
H 0.186 13.315 -6.273
H -3.642 -9.516 -2.169
H 1.981 1.166 -8.750
C 0.259 13.090 -4.240
H -1.665 3.777 -6.854
*
```

Computed properties:
Total energy ... -2311.7016 Eh
SMILES string ... COC[C@H](C)N.COC[C@H](C)N.COC[C@H](C)N.COC[C@H](C)N.COC[C@H](C)N.COC[C@H](C)N.COC[C@H](C)N.COC[C@H](C)N
F_max ... 2.55 eV/A
Energy above the lowest of the compared OMol25 structures with the same formula, charge and spin ... 96.0 kcal per mole
E_LUMO ... 0.556 eV
HOMO level ... -9.090 eV